Entry 1:
A gas-phase ion, C4H13N2S (charge +1) in a non-equilibrium geometry. Source: the Open Molecules 2025 dataset; level of theory: ωB97M-V/def2-TZVPD.

```
20
Properties=species:S:1:pos:R:3:lowdin_charge:R:1
N 1.76 -2.39 1.12 0.01
C 1.70 -1.24 0.20 -0.24
C 1.01 -0.08 0.94 -0.13
N -0.44 0.11 0.68 0.04
C -0.88 0.47 -0.76 -0.15
C -1.88 1.64 -0.62 -0.55
S -3.11 1.70 -1.98 0.76
H 1.78 -3.21 0.51 0.08
H 2.70 -2.49 1.49 0.08
H 1.27 -1.44 -0.78 0.12
H 2.67 -0.79 -0.01 0.12
H 1.47 0.85 0.57 0.13
H 1.20 -0.19 2.00 0.13
H -0.57 1.01 1.14 0.15
H -1.18 -0.46 1.11 0.19
H 0.04 0.92 -1.14 0.12
H -1.28 -0.36 -1.32 0.12
H -1.64 2.70 -0.54 0.08
H -2.47 1.37 0.26 0.07
H -2.13 1.88 -2.86 -0.13
```

HOMO energy (eV): -12.934
Net charge: +1
Kohn-Sham gap (eV): 9.74
LUMO energy (eV): -3.19
Structure (SMILES): NCC[NH2+]CCS
ΔE to the lowest compared entry with this formula, charge and spin (kJ/mol): 182.73
2S+1: 1



Entry 2:
2 unconnected molecules or ions with the total composition C32H53BF5N3O7PS2 in a non-equilibrium geometry. Source: the Open Molecules 2025 dataset; level of theory: ωB97M-V/def2-TZVPD.

```
104
Properties=species:S:1:pos:R:3:lowdin_charge:R:1
C -0.23 3.03 4.54 -0.09
C 1.40 2.88 4.41 -0.22
O 1.87 1.54 4.04 -0.03
B 1.71 1.29 2.60 -0.41
O 0.94 0.06 2.19 0.02
C 2.33 2.18 1.37 0.04
C 3.77 2.10 1.01 -0.02
C 4.91 1.18 1.74 -0.13
C 4.72 -0.44 1.58 -0.23
C 3.84 -0.93 0.29 -0.47
S 4.89 -1.02 -1.30 0.77
C 3.83 -2.16 -2.42 -0.91
S 3.32 -3.72 -1.85 0.55
N 3.36 -1.78 -3.80 -0.21
C 3.52 -0.31 -4.10 -0.19
C 3.22 -0.15 -5.74 -0.15
O 4.44 -0.61 -6.42 -0.20
C 4.96 -1.87 -5.87 -0.17
C 3.92 -2.68 -4.89 -0.18
C 4.27 3.10 -0.23 -0.13
O 5.58 3.48 -0.25 -0.03
C 3.21 3.68 -1.38 -0.09
P 3.79 4.28 -3.13 0.74
N 3.17 5.75 -3.52 -0.21
O 3.34 3.04 -4.27 -0.24
O 5.55 4.52 -3.11 -0.25
C 1.77 3.71 -1.01 -0.08
C 0.52 4.18 -1.97 -0.13
C -0.33 2.79 -2.35 -0.16
C -1.81 2.73 -1.62 -0.08
C -2.86 1.73 -2.42 -0.19
F -2.45 0.30 -2.31 -0.01
F -4.17 1.86 -1.73 -0.02
C -3.07 2.12 -4.00 -0.14
F -4.50 1.95 -4.36 0.04
F -2.71 3.54 -4.32 0.04
F -2.26 1.13 -4.81 0.02
C 1.37 3.23 0.53 -0.11
O 0.25 3.74 1.12 -0.04
H -0.84 2.37 3.79 0.07
H -0.55 2.71 5.65 0.10
H -0.48 4.17 4.32 0.10
H 1.84 3.68 3.68 0.13
H 1.85 3.11 5.49 0.14
H 0.01 0.13 2.56 0.09
H 4.92 1.44 2.88 0.14
H 5.99 1.43 1.31 0.14
H 5.80 -0.91 1.45 0.12
H 4.30 -0.88 2.60 0.13
H 3.54 -2.07 0.51 0.07
H 2.82 -0.37 0.13 0.08
H 2.70 0.26 -3.45 0.13
H 4.60 0.11 -3.94 0.12
H 2.25 -0.74 -6.02 0.14
H 3.12 1.02 -5.91 0.12
H 5.15 -2.59 -6.80 0.14
H 6.00 -1.77 -5.31 0.14
H 2.98 -3.04 -5.53 0.14
H 4.45 -3.65 -4.51 0.12
H 2.58 6.02 -2.69 -0.02
H 3.98 3.14 -5.06 0.11
H 5.69 5.34 -2.54 0.09
H 0.83 4.65 -3.00 0.11
H -0.17 4.96 -1.39 0.14
H -0.36 2.62 -3.52 0.13
H 0.29 1.87 -1.91 0.13
H -1.63 2.25 -0.55 0.13
H -2.29 3.78 -1.45 0.14
C -0.48 -2.76 2.55 -0.09
C -1.58 -3.25 3.47 -0.25
C -2.66 -4.08 2.78 -0.17
C -3.53 -3.48 1.66 -0.07
N -4.62 -2.42 1.98 -0.17
C -4.11 -1.12 2.59 -0.08
C -3.46 -0.39 1.43 -0.15
C -4.41 -0.63 0.28 -0.16
C -5.17 -1.91 0.59 -0.07
C -5.86 -2.97 2.73 -0.11
C -5.59 -3.60 4.09 -0.23
C -5.68 -5.13 4.03 -0.10
H -0.87 -2.16 1.72 0.05
H 0.23 -2.14 3.11 0.07
H 0.08 -3.60 2.12 0.09
H -1.99 -2.42 4.04 0.09
H -1.10 -3.89 4.22 0.12
H -3.27 -4.53 3.56 0.08
H -2.14 -4.93 2.32 0.14
H -4.08 -4.30 1.19 0.13
H -2.89 -3.05 0.89 0.13
H -4.98 -0.55 2.96 0.15
H -3.45 -1.32 3.43 0.11
H -2.48 -0.81 1.20 0.10
H -3.32 0.67 1.64 0.13
H -3.88 -0.70 -0.67 0.10
H -5.12 0.20 0.19 0.12
H -5.03 -2.70 -0.15 0.13
H -6.24 -1.70 0.70 0.13
H -6.36 -3.67 2.05 0.14
H -6.53 -2.11 2.87 0.13
H -6.37 -3.27 4.79 0.12
H -4.65 -3.27 4.53 0.10
H -6.73 -5.44 3.94 0.09
H -5.28 -5.57 4.94 0.09
H -5.14 -5.54 3.17 0.07
```

HOMO energy (eV): -10.159
Net charge: +1
Kohn-Sham gap (eV): 6.19
LUMO energy (eV): -3.96
2S+1: 1



Entry 3:
A molecular structure, C31H36BrN3O12P2RuS in a non-equilibrium geometry. Source: the Open Molecules 2025 dataset; level of theory: ωB97M-V/def2-TZVPD.

```
87
Properties=species:S:1:pos:R:3:lowdin_spin:R:1
Ru -0.18 0.07 0.69 1.04
C -4.72 -6.37 0.14 0.00
C -3.39 -5.66 0.15 0.00
C -2.95 -5.00 -0.99 0.00
C -1.79 -4.25 -0.97 0.00
C -1.05 -4.16 0.20 0.00
C -1.45 -4.86 1.32 0.00
C -2.62 -5.60 1.30 0.00
S 0.34 -3.00 0.27 0.00
O 0.33 -2.52 1.65 0.01
O 1.53 -3.71 -0.16 0.00
N -0.16 -1.82 -0.67 -0.06
C 0.32 -1.62 -1.98 0.00
C 0.12 -0.08 -2.28 0.00
O -0.44 0.23 -3.33 0.00
O 0.57 0.68 -1.40 0.01
H -4.84 -6.96 -0.77 0.00
H -5.52 -5.63 0.16 0.00
H -4.83 -7.02 1.00 0.00
H -3.53 -5.05 -1.90 0.00
H -1.47 -3.70 -1.83 0.00
H -0.84 -4.80 2.21 0.00
H -2.95 -6.12 2.19 0.00
H -0.26 -2.17 -2.74 0.00
H 1.38 -1.88 -2.08 0.00
Br 2.76 -0.78 0.43 0.05
C 2.72 -1.14 2.31 0.00
C 3.57 -2.07 2.83 0.00
C 3.66 -2.22 4.23 0.00
C 2.96 -1.39 5.05 0.00
C 2.08 -0.42 4.52 0.00
C 1.42 0.51 5.35 0.00
C 0.61 1.47 4.80 0.00
C 0.34 1.47 3.43 -0.01
C 0.91 0.55 2.57 -0.06
C 1.88 -0.34 3.11 0.00
H 4.20 -2.67 2.19 0.00
H 4.32 -2.97 4.64 0.00
H 3.08 -1.44 6.12 0.00
H 1.58 0.46 6.42 0.00
H 0.14 2.22 5.43 0.00
H -0.32 2.23 3.04 0.00
C -4.64 3.00 0.26 0.00
C -3.26 2.97 -0.37 0.00
O -2.94 4.19 -1.00 0.00
P -1.95 2.72 0.93 0.00
O -2.41 1.66 2.05 0.00
O -2.17 4.08 1.81 0.00
O -0.52 2.62 0.60 0.00
P -3.05 1.45 -1.42 0.00
O -2.23 2.06 -2.66 0.00
O -4.31 0.79 -1.81 0.00
O -2.14 0.70 -0.46 0.04
H -4.67 3.66 1.13 0.00
H -4.90 1.98 0.54 0.00
H -5.36 3.34 -0.48 0.00
H -2.41 3.95 -1.78 0.00
H -3.36 1.62 2.15 0.00
H -1.76 4.80 1.33 0.00
H -1.54 1.42 -2.97 0.00
C -3.88 -2.23 7.42 0.00
C -3.65 -3.46 6.55 0.00
N -3.17 -3.11 5.23 0.00
C -1.80 -3.44 4.91 0.00
C -0.79 -2.51 5.58 0.00
C -4.09 -2.62 4.36 0.00
O -5.27 -2.52 4.68 0.00
C -3.66 -2.27 2.98 0.00
C -4.49 -2.67 1.94 0.00
C -4.14 -2.37 0.64 0.00
C -2.94 -1.72 0.41 0.00
N -2.18 -1.28 1.40 0.01
C -2.53 -1.51 2.65 0.00
H -4.24 -2.53 8.41 0.00
H -4.63 -1.60 6.96 0.00
H -2.96 -1.66 7.54 0.00
H -4.60 -3.99 6.44 0.00
H -2.92 -4.12 7.02 0.00
H -1.66 -3.40 3.82 0.00
H -1.62 -4.47 5.24 0.00
H -1.02 -1.47 5.37 0.00
H 0.20 -2.71 5.18 0.00
H -0.78 -2.65 6.65 0.00
H -5.39 -3.21 2.18 0.00
H -4.77 -2.64 -0.19 0.00
H -2.60 -1.52 -0.59 0.00
H -1.89 -1.07 3.40 0.00
```

HOMO energy (spin up / spin down) (eV): -5.753 / -5.625
Net charge: -1
Kohn-Sham gap (spin up / spin down) (eV): 7.03 / 7.46
LUMO energy (spin up / spin down) (eV): 1.28 / 1.84
2S+1: 2
Expectation value of S²: 1.053



> Among the records above, which one has the highest 2S+1?

C31H36BrN3O12P2RuS